Entry 1:
An isolated molecule of C2H3NOS2 in a non-equilibrium geometry, computed with the ωB97M-V functional and the def2-TZVPD basis.

Geometry as XYZ:
```
9
Properties=species:S:1:pos:R:3:forces:R:3:mulliken_charge:R:1
S -1.3704 -1.6644 -0.2134 0.04 1.25 -0.01 -0.221
S 2.8651 -1.0061 -0.2182 -0.01 -0.10 0.31 -0.293
O 0.8583 0.5144 -0.5020 0.01 -0.01 -0.88 -0.144
N -0.3819 0.8541 -0.0275 -1.26 -0.35 0.26 -0.232
C 1.4743 -0.3731 0.2669 0.50 -0.76 0.98 0.036
C -1.4346 -0.0193 -0.1105 0.77 -1.61 -0.06 -0.093
H -0.5518 1.7597 -0.3788 -0.36 1.21 -0.13 0.281
H 0.9219 -0.5496 1.2142 0.60 -0.04 -0.55 0.343
H -2.3809 0.4843 -0.0307 -0.28 0.43 0.09 0.324
```
Forces are in eV/Å.

Its HOMO energy is -0.3327 Eh. The value obtained for the orbital gap is 8.917 eV. The total energy comes out at -27327.876 eV. As for the SMILES: S=CNOC=S. The calculation puts the largest force on an atom at 1.790 eV/A.


Entry 2:
An isolated molecule of C2H3NOS2 in a non-equilibrium geometry, computed with the ωB97M-V functional and the def2-TZVPD basis.

Geometry as XYZ:
```
9
Properties=species:S:1:pos:R:3:forces:R:3:mulliken_charge:R:1
S -1.0078 1.8240 0.4586 -1.51 -0.86 1.02 -0.185
S 1.6408 0.8920 -0.3338 -0.13 -3.17 1.45 -0.064
O -0.4882 -0.5689 -0.4514 -2.93 -2.90 -1.16 -0.347
N 1.4049 -0.9777 0.7157 3.32 3.86 -0.67 -0.434
C 0.2983 -1.2934 0.2959 0.55 -0.22 0.38 0.195
C -0.1513 0.6970 -0.6316 2.32 3.97 -2.76 -0.012
H -0.2811 0.9974 -1.7482 -0.18 -0.55 1.93 0.296
H -1.5123 0.7119 1.1199 0.12 1.28 -0.22 0.132
H 0.0966 -2.2823 0.5749 -1.56 -1.41 0.03 0.419
```
Forces are in eV/Å.

Its HOMO energy is -0.3279 Eh. The value obtained for the orbital gap is 8.348 eV. The total energy comes out at -27327.743 eV. As for the SMILES: S[C@@H]1OC=NS1. The calculation puts the largest force on an atom at 5.368 eV/A.